Record 1
Density functional theory data (ωB97M-V with the def2-TZVPD basis set) for a cluster of 2 separate species, C22H31Cl2F6N3O4S in total at a distorted geometry.

Each line ends with the Löwdin charge.
CARTESIAN COORDINATES (ANGSTROEM)
C (3.32382, 1.59953, 1.36453)  -0.1310
C (2.56307, 0.14917, 1.37721)  -0.2339
C (1.90002, -0.26992, -0.09962)  -0.1450
C (0.58514, 0.72324, -0.38969)  -0.2847
C (0.79618, 1.71282, -1.68552)  -0.0845
C (-0.83372, -0.11131, -0.38980)  0.0674
C (-2.09703, 0.18601, 0.59930)  -0.0765
N (-1.94743, 1.35444, 1.54882)  0.0726
C (-1.96255, 2.57005, 0.85266)  -0.2286
C (-2.75822, 2.78978, -0.58414)  -0.0406
C (-1.17289, 3.84426, 1.56282)  -0.0478
C (-3.32890, -0.78438, 0.45322)  -0.1191
S (-4.84638, -0.61448, 1.59621)  0.8834
O (-4.91100, -1.93915, 2.42020)  -0.3187
O (-6.07896, -0.61876, 0.63592)  -0.3397
C (-4.91240, 0.84282, 2.71218)  -0.2242
F (-6.29447, 0.83600, 3.33328)  0.0086
F (-4.85168, 2.19246, 2.03559)  -0.0054
C (-3.90429, 0.77316, 4.04608)  -0.1499
F (-4.68427, 0.56437, 5.31159)  0.0450
F (-3.19704, 2.09448, 4.22338)  0.0161
F (-2.87267, -0.28145, 3.91677)  0.0355
N (-3.54887, -1.89166, -0.46836)  0.1356
N (-2.49616, -2.09141, -1.26935)  -0.1280
C (-2.71919, -3.21279, -2.29282)  -0.5168
Cl (-3.29699, -2.31454, -3.85505)  0.6078
C (-3.92568, -4.26294, -1.94678)  -0.6726
C (-5.44756, -3.73291, -2.26769)  -0.1772
Cl (-3.75486, -5.12979, -0.28642)  0.5252
C (-1.23690, -1.35999, -1.34585)  0.0029
C (-0.07332, -1.75501, -2.46501)  -0.0160
C (0.83468, -3.08006, -1.99876)  -0.1660
O (2.01696, -3.22134, -2.65929)  0.0158
F (0.40339, -4.07780, -0.99323)  -0.0112
H (2.59321, 2.44893, 1.01781)  0.0567
H (3.60281, 1.83851, 2.49952)  0.0913
H (4.34002, 1.55634, 0.78643)  0.0529
H (1.61944, 0.24850, 2.10220)  0.1038
H (3.20174, -0.73905, 1.82603)  0.1255
H (2.67986, -0.26394, -0.97085)  0.1344
H (1.41557, -1.34219, 0.09819)  0.1104
H (0.56433, 1.44277, 0.56290)  0.1149
H (1.55325, 1.17469, -2.42642)  0.0899
H (-0.18989, 1.96799, -2.27302)  0.0690
H (1.32424, 2.74654, -1.40973)  0.1079
H (-3.81824, 2.25809, -0.53440)  0.0971
H (-2.91935, 3.94431, -0.84283)  0.1102
H (-2.19882, 2.33548, -1.50804)  0.0703
H (-0.76768, 4.63593, 0.80325)  0.0928
H (-0.31168, 3.48757, 2.29361)  0.1030
H (-1.99994, 4.38270, 2.23453)  0.1060
H (-1.78291, -3.88953, -2.47617)  0.1355
H (-3.76575, -5.15920, -2.72515)  0.1250
H (-6.14171, -4.17999, -1.40632)  0.0930
H (-5.86162, -4.17383, -3.27245)  0.0905
H (-5.57676, -2.55495, -2.18066)  0.0773
H (-0.50432, -2.03921, -3.51505)  0.1154
H (0.71357, -0.90062, -2.64529)  0.1284
C (8.04547, 1.95683, 0.69433)  -0.1025
C (7.43408, 0.56496, 0.46236)  -0.7089
C (8.10213, -0.08533, -0.76051)  -0.1047
O (6.15156, 0.72588, 0.18649)  -0.2547
H (7.91065, 2.62390, -0.16734)  0.0667
H (7.60494, 2.44783, 1.57130)  0.0605
H (9.12372, 1.87320, 0.87501)  0.0562
H (7.73470, -0.04291, 1.32737)  0.1055
H (7.96942, 0.50620, -1.67605)  0.0662
H (7.70322, -1.09014, -0.94924)  0.0603
H (9.18094, -0.18915, -0.59420)  0.0560

Results
- energy relative to the best compared isomer or geometry (same formula, charge and spin) (kcal/mol) = 392.9
- Kohn-Sham gap (Eh) = 0.05876

Record 2
Density functional theory data (ωB97M-V with the def2-TZVPD basis set) for the ion C22H31Cl2N2O4 with charge -1 at a distorted geometry.

Each line ends with the Löwdin charge.
CARTESIAN COORDINATES (ANGSTROEM)
C (-1.72791, -5.63760, 0.06776)  -0.1225
C (-0.90372, -4.43753, 0.52323)  -0.2637
C (-1.69500, -3.13070, 0.54886)  -0.2126
C (-2.07156, -2.63459, -0.84450)  -0.1755
C (-2.82839, -1.30225, -0.80557)  -0.1500
N (-2.08575, -0.21988, -0.18547)  -0.0331
C (-1.26537, 0.59181, -1.06035)  -0.1445
C (0.04992, -0.06883, -1.49501)  -0.1644
C (1.07868, 0.96928, -1.94196)  -0.2174
C (0.73277, 1.62188, -3.27853)  -0.2659
C (1.77654, 2.66276, -3.66328)  -0.1143
C (-2.33887, 0.02411, 1.12473)  -0.4178
O (-3.23935, -0.54891, 1.71686)  0.0477
C (-1.50213, 1.06701, 1.87599)  -0.2145
C (-2.12926, 2.46014, 1.70146)  -0.1298
C (-1.27170, 3.59339, 2.27655)  -0.0993
C (-0.28132, 4.22359, 1.23682)  -0.6819
O (-0.24833, 5.44486, 1.15875)  -0.0118
O (0.41460, 3.40893, 0.56564)  -0.0915
N (-0.10424, 1.07997, 1.52467)  0.1131
C (0.67823, 0.03432, 1.77390)  -0.4560
O (0.28518, -1.02472, 2.25778)  0.0417
C (2.12805, 0.19426, 1.39406)  -0.1121
C (2.73671, 1.40629, 1.08069)  -0.0074
C (4.07851, 1.43966, 0.74643)  -0.0879
C (4.82669, 0.27317, 0.72101)  -0.6930
Cl (6.50024, 0.33442, 0.29654)  0.6509
C (4.22562, -0.93833, 1.03829)  -0.6814
Cl (5.14473, -2.40248, 1.01179)  0.6521
C (2.88648, -0.97220, 1.37501)  -0.0413
H (-2.61511, -5.74338, 0.68883)  0.0697
H (-1.14386, -6.55340, 0.14483)  0.0611
H (-2.04463, -5.52601, -0.96674)  0.0580
H (-0.52863, -4.62937, 1.53035)  0.1039
H (-0.03753, -4.32241, -0.13345)  0.1041
H (-1.08967, -2.37407, 1.05050)  0.0837
H (-2.60149, -3.26106, 1.14251)  0.1176
H (-1.16713, -2.53357, -1.44633)  0.0958
H (-2.72318, -3.36036, -1.33830)  0.1042
H (-3.74283, -1.43672, -0.22054)  0.1189
H (-3.09721, -1.00147, -1.82403)  0.1190
H (-1.86802, 0.82542, -1.94781)  0.1249
H (-1.02284, 1.53032, -0.56866)  0.1001
H (0.45285, -0.62662, -0.64929)  0.0999
H (-0.12944, -0.77456, -2.31012)  0.1051
H (1.15577, 1.74827, -1.18323)  0.0900
H (2.05681, 0.48723, -2.02447)  0.1159
H (-0.24010, 2.10943, -3.20331)  0.1041
H (0.66728, 0.85712, -4.05881)  0.1059
H (2.76016, 2.20441, -3.74877)  0.0675
H (1.82314, 3.43451, -2.89946)  0.0754
H (1.52855, 3.12954, -4.61493)  0.0620
H (-1.59346, 0.76873, 2.93177)  0.1593
H (-3.10262, 2.43867, 2.19889)  0.1187
H (-2.31354, 2.65874, 0.64252)  0.1180
H (-1.91245, 4.40294, 2.63144)  0.1019
H (-0.68360, 3.23005, 3.12370)  0.1142
H (0.22582, 2.00255, 1.10068)  0.0620
H (2.17947, 2.33077, 1.07860)  0.0987
H (4.55390, 2.37602, 0.49905)  0.1080
H (2.40356, -1.90356, 1.63242)  0.1165

Results
- net charge = -1
- SMILES = CCCCCN(CCCCC)C(=O)[C@H](CCC(=O)[O-])NC(=O)c1ccc(Cl)c(Cl)c1
- energy relative to the best compared isomer or geometry (same formula, charge and spin) (kcal/mol) = 0.0
- Kohn-Sham gap (Eh) = 0.30049

Record 3
Density functional theory data (ωB97M-V with the def2-TZVPD basis set) for a structure of composition C22H31F2Si at a distorted geometry.

Each line ends with the Löwdin charge.
CARTESIAN COORDINATES (ANGSTROEM)
C (-0.76743, 2.09757, -3.62852)  -0.0990
C (-0.22012, 1.79860, -2.22518)  -0.2878
C (-1.14871, 2.31030, -1.09132)  -0.2532
Si (-0.51377, 2.63140, 0.62331)  0.9962
C (1.36257, 2.53517, 0.78857)  -0.2100
C (1.35877, 4.09319, 0.80673)  -0.3508
C (2.64504, 4.88322, 1.00237)  -0.0719
C (-1.48889, 2.23699, 2.14567)  -0.2511
C (-2.84199, 1.52089, 1.93409)  -0.3059
C (-3.86456, 1.84270, 3.02861)  -0.0978
H (0.59522, -1.72878, -0.39883)  0.1013
H (-0.05013, 1.79019, -4.40003)  0.0828
H (-1.70944, 1.56733, -3.81871)  0.0837
H (-0.95124, 3.17361, -3.76405)  0.0804
H (-0.11643, 0.71408, -2.10154)  0.1067
H (0.77882, 2.23924, -2.11011)  0.0952
H (-1.62242, 3.26305, -1.38360)  0.0929
H (-1.98121, 1.59704, -0.95168)  0.0919
H (1.69687, 2.05878, 1.71941)  0.0887
H (1.89701, 2.06881, -0.04816)  0.0835
H (0.92791, 4.46525, -0.13361)  0.1071
H (0.67449, 4.43160, 1.60431)  0.1033
H (2.38343, 5.94887, 0.97378)  0.0888
H (3.07916, 4.69874, 1.98392)  0.0870
H (3.37575, 4.69857, 0.21564)  0.0894
H (-0.85170, 1.64576, 2.82432)  0.1040
H (-1.63057, 3.22817, 2.62527)  0.0952
H (-3.23039, 1.78979, 0.94408)  0.0898
H (-2.64869, 0.44551, 1.90865)  0.1055
H (-4.81001, 1.33472, 2.80042)  0.0832
H (-3.49886, 1.53844, 4.02129)  0.0873
H (-4.08602, 2.91929, 3.04933)  0.0814
F (-4.11956, -4.31426, -2.45691)  0.0380
C (-3.00468, -4.00490, -1.71668)  -0.2561
C (-3.16379, -3.50817, -0.42441)  -0.0013
C (-2.00907, -3.08100, 0.24815)  -0.0401
C (-0.71986, -3.22121, -0.30169)  -0.2044
C (0.49205, -2.52624, 0.30553)  -0.1045
C (1.94544, -3.01565, 0.34570)  -0.2026
C (2.84981, -2.41073, 1.24713)  -0.0461
C (4.24351, -2.58991, 1.17720)  -0.0025
C (4.71612, -3.42468, 0.16330)  -0.2479
F (6.08667, -3.54323, 0.01693)  0.0289
C (3.87233, -4.03402, -0.76255)  0.0112
C (2.48106, -3.81550, -0.66800)  -0.0259
C (-0.65814, -3.61408, -1.64378)  -0.0457
C (-1.77565, -4.05923, -2.36102)  0.0095
H (-4.15683, -3.42726, 0.00405)  0.1190
H (-2.13586, -2.57041, 1.18991)  0.0984
H (0.22174, -2.07166, 1.27894)  0.1155
H (2.46291, -1.75764, 2.03993)  0.1068
H (4.92528, -2.10951, 1.87333)  0.1183
H (4.29277, -4.64335, -1.54921)  0.1185
H (1.81533, -4.24508, -1.40086)  0.0884
H (0.27673, -3.43223, -2.17093)  0.1042
H (-1.68080, -4.41815, -3.37851)  0.1224

Results
- net charge = +1
- energy relative to the best compared isomer or geometry (same formula, charge and spin) (kcal/mol) = 9.8
- Kohn-Sham gap (Eh) = 0.21819

Record 4
Density functional theory data (ωB97M-V with the def2-TZVPD basis set) for a cluster of 2 separate species, C22H31N2O2 in total at a distorted geometry.

Each line ends with the Löwdin charge.
CARTESIAN COORDINATES (ANGSTROEM)
C (0.84193, -0.29303, -6.86802)  -0.0395
C (2.11915, 0.11188, -6.07371)  -0.2731
H (1.95797, 1.06917, -5.58330)  0.1285
H (2.94177, 0.14855, -6.90456)  0.1660
C (2.53978, -0.78388, -5.19588)  -0.2649
C (1.54339, -1.02419, -4.10424)  -0.2546
C (0.62535, -2.06816, -4.05631)  0.0912
C (-0.59531, -1.85178, -3.04275)  0.0450
C (-0.54026, -0.89543, -2.10181)  -0.1777
C (0.56052, 0.05303, -2.03999)  -0.0117
C (1.30006, -0.13449, -3.10270)  -0.1186
H (2.10893, 0.75624, -3.21164)  0.1747
H (0.65386, 0.97449, -1.34862)  0.1410
O (-1.43625, -0.90316, -0.93000)  -0.0817
C (-2.45819, -1.67403, -0.89113)  -0.3056
C (-3.14986, -1.56735, 0.37392)  -0.2320
O (-3.62265, -0.12976, 0.38491)  -0.0826
H (-4.30406, -0.14566, -0.41714)  0.1729
C (-2.50754, -1.49277, 1.78801)  -0.0086
N (-1.27205, -0.66368, 1.67093)  -0.1721
H (-1.10490, -0.33785, 0.57817)  0.2054
C (-0.06418, -1.19983, 2.27500)  -0.0223
H (0.18252, -2.05171, 1.94344)  0.0561
H (-0.22797, -1.29982, 3.39218)  0.1556
C (0.79159, 0.19024, 2.07348)  -0.2141
N (0.64871, 1.38478, 2.65878)  -0.1154
C (1.11453, 1.85037, 3.88822)  -0.2709
C (0.70377, 3.08733, 4.26618)  -0.0469
C (1.23879, 3.46450, 5.44002)  -0.0944
C (1.62128, 2.63901, 6.52053)  -0.0512
C (1.54186, 1.32957, 6.17331)  -0.0709
C (1.32611, 0.98637, 4.82565)  -0.0633
H (1.43263, -0.20722, 4.72905)  0.1567
H (2.08557, 0.69314, 6.87139)  0.1174
H (1.84759, 3.03947, 7.42934)  0.0832
H (0.91857, 4.51026, 5.78934)  0.1379
H (0.50466, 3.98754, 3.44345)  0.1898
C (-0.44968, 1.55921, 2.02507)  -0.2626
H (-0.88670, 2.72396, 2.34956)  0.1823
C (-1.75376, 0.61801, 2.12917)  -0.0570
H (-2.45874, 1.02002, 1.81023)  0.0035
H (-1.82143, 0.41075, 3.20879)  0.1624
H (-0.33832, 1.87386, 0.78762)  0.1897
H (2.11164, -0.23120, 2.54957)  0.2191
H (1.17071, 0.12831, 0.92734)  0.1539
H (-2.96587, -1.25892, 2.69904)  0.1298
H (-1.84360, -2.49830, 1.85108)  0.1832
H (-3.87830, -2.14949, 0.62142)  0.0945
H (-2.13884, -2.74846, -0.75062)  0.1584
H (-3.10492, -1.85398, -1.83335)  0.1859
H (-1.35399, -2.67277, -2.96970)  0.1144
H (0.32878, -2.69919, -4.73089)  0.0420
H (3.33856, -0.67444, -4.58843)  0.0891
H (2.60153, -2.00927, -5.55965)  0.2097
H (0.96273, -1.23981, -7.29898)  0.0769
H (0.61646, 0.31389, -7.58748)  0.0138
H (-0.00394, -0.16435, -6.28329)  0.0619

Results
- net charge = +1
- energy relative to the best compared isomer or geometry (same formula, charge and spin) (kcal/mol) = 446.8
- Kohn-Sham gap (Eh) = 0.33098

Per-record E, Ha: -3239.05200 -2187.94480 -1345.81635 -1116.01158
Per-record HOMO level, eV: -5.113 -5.663 -10.938 -11.232